Record 1
A molecular structure, C42H49GeN13NiO. Source: OMol25; level of theory: wB97M-V/def2-TZVPD.

```
107
Properties=species:S:1:pos:R:3:forces:R:3:mulliken_spin:R:1
Ni 0.9827 0.8070 -0.1480 0.693 0.064 0.098 1.7975
C 3.9537 -0.6463 -0.2925 0.069 -0.045 -0.327 0.0201
N 3.0866 0.5307 -0.3013 -0.198 0.245 0.208 0.0167
C 3.6621 1.6786 -0.4684 0.004 -0.234 -0.003 0.0283
C 2.8832 2.8494 -0.5455 -0.039 0.533 -0.075 -0.0026
C 3.2530 4.1944 -0.6626 0.247 -0.379 0.054 0.0077
C 2.0707 4.9227 -0.6783 -0.389 0.049 0.005 0.0041
C 1.0361 3.9873 -0.5710 0.247 0.278 -0.253 -0.0064
N 1.5113 2.7335 -0.4970 -0.108 -0.488 0.061 0.0490
C 4.3853 -1.0696 -1.6885 -0.077 0.136 0.060 -0.0020
C 3.5584 -0.8517 -2.7867 0.062 -0.043 0.044 -0.0148
C 3.9508 -1.2450 -4.0582 -0.054 -0.020 0.017 -0.0002
C 5.1858 -1.8488 -4.2474 -0.013 0.002 -0.033 -0.0001
C 6.0211 -2.0571 -3.1601 0.009 -0.037 0.003 0.0003
C 5.6229 -1.6699 -1.8878 -0.030 -0.059 0.011 0.0000
H 3.4194 -1.4677 0.1811 0.060 0.009 0.069 -0.0006
H 4.8499 -0.4491 0.3021 -0.032 -0.006 0.059 0.0041
H 4.7468 1.7550 -0.5501 0.006 -0.016 -0.022 0.0083
H 4.2671 4.5600 -0.7212 -0.054 0.057 -0.024 -0.0001
H 1.9436 5.9894 -0.7687 0.059 -0.014 0.019 0.0006
H -0.0184 4.2200 -0.5474 -0.007 -0.041 -0.106 0.0009
H 2.6112 -0.3473 -2.6407 -0.005 0.038 -0.042 0.0210
H 3.2957 -1.0733 -4.9039 0.035 0.031 -0.005 0.0000
H 5.5012 -2.1394 -5.2407 0.003 -0.013 0.017 0.0000
H 6.9899 -2.5169 -3.3049 -0.002 0.014 0.014 0.0000
H 6.2851 -1.8338 -1.0449 -0.001 0.022 -0.007 0.0001
C 0.3024 -1.9649 -2.5061 0.085 -0.090 0.050 0.0039
C 0.6830 -2.1987 -1.0868 0.195 -0.225 0.141 -0.0323
N 0.8309 -1.2802 -0.1486 -0.346 0.108 -0.066 0.0539
C 1.2108 -1.9347 1.0058 -0.084 -0.040 0.068 -0.0085
C 1.3087 -3.2594 0.7559 -0.005 0.007 0.052 -0.0055
N 0.9831 -3.4283 -0.5745 -0.322 0.111 0.013 -0.0006
C 0.7806 -4.7283 -1.2110 -0.144 0.112 -0.157 0.0007
N -0.5825 -5.1910 -1.1521 0.288 0.092 0.399 -0.0002
N -1.4762 -4.8818 -2.1162 0.005 0.119 -0.036 0.0000
N -2.6325 -5.2937 -1.7668 -0.209 0.096 -0.134 0.0000
C -2.5423 -5.8908 -0.5268 0.320 0.034 0.094 0.0001
C -3.5148 -6.4929 0.2791 -0.021 -0.027 -0.021 0.0000
C -3.1074 -6.9513 1.5095 -0.138 -0.031 -0.027 0.0000
C -1.7718 -6.8287 1.9406 0.132 0.052 -0.024 0.0000
C -0.7987 -6.2660 1.1459 0.105 -0.047 0.011 0.0001
C -1.2125 -5.8084 -0.1063 -0.327 0.069 -0.071 0.0000
H 0.0822 -0.9091 -2.6601 0.023 0.002 0.001 -0.0067
H -0.5612 -2.5660 -2.7864 -0.071 -0.020 -0.002 0.0009
H 1.1314 -2.2378 -3.1626 -0.032 0.037 -0.025 -0.0001
H 1.3998 -1.4019 1.9221 0.027 -0.015 -0.033 -0.0004
H 1.6065 -4.0789 1.3875 -0.056 -0.013 -0.041 0.0001
H 1.3969 -5.4531 -0.6858 0.139 0.021 -0.073 0.0001
H 1.0823 -4.6711 -2.2535 -0.002 -0.038 -0.016 0.0000
H -4.5344 -6.6077 -0.0648 0.023 0.045 0.024 0.0000
H -3.8220 -7.4285 2.1666 0.001 0.017 -0.016 0.0000
H -1.5044 -7.1914 2.9241 0.002 -0.036 -0.022 0.0000
H 0.2297 -6.1941 1.4753 -0.023 -0.040 0.038 -0.0001
C 1.2845 1.8867 5.1018 -0.031 -0.016 0.033 0.0001
N 1.4098 1.4470 3.7171 0.028 0.009 -0.104 0.0033
C 2.5557 1.9876 2.9980 -0.050 -0.007 -0.040 0.0015
C 0.4022 0.8748 3.0216 0.058 0.138 0.185 0.0087
O 0.3063 0.9912 1.7768 0.154 -0.203 -0.210 0.0238
N -0.5509 0.1879 3.7056 -0.053 -0.109 -0.118 0.0009
C -1.7426 -0.2319 2.9837 0.036 0.044 -0.036 -0.0002
C -0.2714 -0.5940 4.9060 0.012 0.033 0.012 0.0007
H 1.6466 2.9127 5.1732 -0.014 0.010 -0.034 0.0001
H 1.8781 1.2743 5.7826 -0.012 0.008 -0.004 0.0002
H 0.2429 1.8717 5.4119 0.021 0.009 0.009 0.0000
H 3.4642 1.7752 3.5619 -0.013 0.020 0.018 -0.0001
H 2.4702 3.0696 2.8614 -0.030 -0.014 0.019 0.0003
H 2.6275 1.5243 2.0209 0.051 -0.020 -0.003 0.0032
H -1.9665 0.4839 2.1983 -0.036 0.043 0.042 0.0003
H -2.5783 -0.2716 3.6816 0.001 -0.020 -0.010 0.0000
H -1.6079 -1.2202 2.5298 -0.002 0.008 0.021 0.0001
H 0.7878 -0.5746 5.1436 -0.014 0.002 0.000 0.0000
H -0.5560 -1.6321 4.7220 -0.001 0.007 -0.008 0.0003
H -0.8398 -0.2306 5.7632 0.021 -0.009 0.009 -0.0001
N -4.4095 -1.7657 -2.2170 0.004 -0.481 -0.109 0.0014
C -3.5995 -0.7309 -2.1758 0.063 0.679 -0.474 0.0012
N -3.7163 0.2562 -3.0616 0.029 -0.216 0.108 0.0010
N -2.6857 -0.6969 -1.1887 -0.115 -0.628 0.656 0.0072
C -1.9082 0.2255 -0.9014 0.063 0.280 -0.573 0.0046
N -1.1614 1.1138 -0.6302 -0.180 0.089 0.332 0.0009
H -5.0304 -1.9247 -2.9938 -0.052 0.078 -0.006 0.0000
H -4.2318 -2.5529 -1.6138 0.081 -0.060 0.105 -0.0001
H -4.4157 0.2270 -3.7855 -0.019 0.036 -0.005 0.0000
H -3.1518 1.0915 -2.9948 0.027 0.089 -0.009 0.0000
Ge -2.2894 2.7748 -0.2449 -0.357 -0.277 0.076 -0.0017
C -2.3537 3.3629 -2.1194 0.121 0.037 0.528 -0.0010
C -3.6145 3.6987 -2.6151 0.036 0.072 0.090 0.0001
C -3.7809 3.9655 -3.9675 -0.073 0.002 0.011 0.0000
C -2.6897 3.9101 -4.8236 0.009 0.002 -0.050 0.0000
C -1.4322 3.5857 -4.3315 0.029 -0.046 0.004 0.0001
C -1.2627 3.3000 -2.9836 -0.010 -0.048 -0.022 -0.0035
C -1.9604 3.5288 1.5279 0.184 -0.091 -0.655 0.0009
C -3.1239 3.7043 2.2765 0.000 -0.027 -0.085 0.0008
C -3.0526 4.2676 3.5419 -0.025 0.026 0.033 0.0000
C -1.8251 4.6643 4.0524 -0.040 0.012 0.007 0.0000
C -0.6666 4.4786 3.3090 0.026 -0.040 -0.029 -0.0009
C -0.7253 3.9053 2.0478 -0.014 0.034 0.188 -0.0001
H -3.6492 2.0423 -0.0730 0.069 0.106 -0.011 0.0010
H -4.4637 3.7588 -1.9426 -0.043 -0.031 -0.077 0.0001
H -4.7621 4.2172 -4.3489 0.020 0.041 0.000 0.0000
H -2.8193 4.1211 -5.8773 0.005 0.015 0.021 0.0000
H -0.5776 3.5541 -4.9948 -0.025 -0.013 -0.013 0.0000
H -0.2856 3.0188 -2.6141 0.064 0.055 -0.006 0.0045
H -4.0846 3.4121 1.8679 -0.023 -0.018 0.087 0.0002
H -3.9552 4.4042 4.1222 0.003 0.021 -0.012 0.0000
H -1.7734 5.1315 5.0274 0.001 -0.033 0.005 0.0000
H 0.2890 4.7983 3.7057 -0.001 -0.010 0.008 0.0000
H 0.1834 3.7468 1.4881 -0.036 0.029 0.129 0.0034
```
Forces are in eV/Å.

Frontier orbital gap (spin up / spin down), eV: 6.91 / 6.77
Spin multiplicity: 3
Total charge: +2
ΔE to the lowest compared entry with this formula, charge and spin, eV: 0.749

---

Record 2
9 unconnected molecules or ions with the total composition C42H50B2N9O3S. Source: OMol25; level of theory: wB97M-V/def2-TZVPD.

```
107
Properties=species:S:1:pos:R:3:forces:R:3:mulliken_charge:R:1
C 6.8207 2.1302 0.7671 -0.010 0.067 -0.064 -0.8805
C 6.7178 0.8955 -0.1006 0.138 0.388 0.410 -0.3565
O 6.0316 -0.1674 0.6005 0.224 0.166 -0.843 -0.2214
B 4.9796 -0.7957 0.0902 0.367 -0.119 0.557 0.4829
O 4.7683 -2.1245 0.1898 -0.597 0.164 0.319 -0.4499
S 3.5900 0.1377 -0.8323 0.047 -0.960 -0.874 0.1879
B 2.2270 0.6312 0.4609 -0.426 -0.125 0.829 -0.0325
N 2.5423 0.7419 1.8194 1.259 0.954 -0.900 -0.0354
O 1.0182 0.8104 -0.0895 0.283 0.638 -0.492 -0.0313
H 6.7142 1.8506 1.8073 0.035 -0.062 0.170 0.0219
H 7.7846 2.6075 0.6383 0.196 0.071 -0.031 0.4467
H 6.0696 2.8722 0.5163 -0.259 0.064 0.069 0.2913
H 7.7029 0.5186 -0.3395 0.140 -0.265 0.010 0.3729
H 6.2320 1.1281 -1.0449 -0.146 -0.131 -0.186 0.3365
H 4.3603 -2.4178 1.0114 0.088 -0.388 -0.023 0.3374
H 4.1135 1.3299 -1.1268 -0.120 0.327 0.113 -0.0447
H 3.5379 0.7307 2.0471 -0.013 -0.239 0.456 0.1078
H 2.2043 1.6293 2.1841 -0.650 -0.466 0.598 0.2572
H 0.7873 1.7508 -0.1931 -0.733 0.057 -0.014 0.2330
N 3.6235 1.9318 -3.3697 0.171 0.124 0.055 -0.2600
C 4.3955 2.9831 -3.6531 -0.036 0.012 0.018 -0.1938
C 5.0208 3.1668 -4.8745 0.004 0.002 -0.014 -0.5524
C 4.8390 2.2070 -5.8573 0.005 -0.002 -0.022 -0.1699
C 4.0399 1.1103 -5.5793 -0.001 0.027 -0.024 -0.7240
C 3.4554 1.0186 -4.3270 -0.100 -0.069 0.081 0.0097
H 4.5119 3.7150 -2.8600 0.011 0.030 -0.033 0.3997
H 5.6324 4.0404 -5.0498 0.004 0.014 0.010 0.3856
H 5.3107 2.3137 -6.8248 0.007 0.000 -0.009 0.3911
H 3.8688 0.3396 -6.3170 -0.017 -0.017 0.001 0.4005
H 2.8174 0.1773 -4.0750 0.022 -0.023 -0.031 0.3640
N 0.9680 -2.8553 -3.4209 0.027 -0.002 -0.030 -0.5095
C -0.1209 -3.3805 -3.9760 -0.007 -0.045 -0.055 -0.3508
C -1.4138 -2.9913 -3.6550 0.065 -0.003 0.003 -0.3917
C -1.5877 -2.0036 -2.6997 -0.104 0.037 0.005 -0.2614
C -0.4627 -1.4517 -2.1079 0.033 -0.008 -0.030 -0.4378
C 0.7834 -1.9097 -2.5036 0.157 0.012 -0.026 -0.2518
H 0.0592 -4.1517 -4.7169 -0.041 -0.014 0.001 0.3895
H -2.2611 -3.4518 -4.1443 0.000 -0.012 -0.013 0.4127
H -2.5760 -1.6612 -2.4156 -0.047 -0.039 0.007 0.5769
H -0.5510 -0.6796 -1.3597 0.033 0.048 0.064 0.3645
H 1.7016 -1.5033 -2.0828 -0.199 0.020 0.042 0.4278
N -4.7082 -0.9940 -1.1825 0.064 0.006 -0.010 -0.3415
C -5.8908 -1.5680 -1.3961 -0.007 -0.007 -0.072 -0.3503
C -6.9424 -1.5250 -0.4932 0.051 -0.007 -0.087 -0.4229
C -6.7553 -0.8531 0.7016 -0.021 0.035 0.062 0.0535
C -5.5303 -0.2505 0.9415 -0.008 0.015 -0.013 -0.8067
C -4.5459 -0.3496 -0.0292 0.063 0.028 0.012 -0.1923
H -5.9973 -2.0885 -2.3416 -0.038 -0.005 0.005 0.3749
H -7.8827 -2.0092 -0.7105 -0.009 -0.033 0.026 0.3696
H -7.5529 -0.8084 1.4312 -0.013 -0.052 0.004 0.3667
H -5.3383 0.2832 1.8625 0.018 0.008 0.003 0.3770
H -3.5739 0.1099 0.1230 -0.004 0.002 0.049 0.5270
N -9.6588 -2.8054 1.0024 -0.030 0.054 0.001 -0.2971
C -10.7099 -1.9956 1.1093 0.011 0.061 0.005 0.0779
C -12.0213 -2.4407 1.1633 -0.003 -0.001 0.000 -0.6996
C -12.2563 -3.8042 1.0998 -0.024 -0.011 0.001 -0.1271
C -11.1737 -4.6605 0.9869 -0.004 0.006 0.005 -0.5537
C -9.9011 -4.1125 0.9438 0.078 -0.057 0.004 -0.1737
H -10.4867 -0.9345 1.1526 -0.044 0.008 0.002 0.3295
H -12.8353 -1.7350 1.2522 0.002 0.018 -0.001 0.3572
H -13.2654 -4.1925 1.1376 -0.009 -0.003 0.000 0.3716
H -11.3095 -5.7314 0.9338 0.014 -0.013 0.000 0.3587
H -9.0278 -4.7503 0.8594 -0.023 -0.032 -0.006 0.3647
N 4.9216 0.9104 3.8353 -0.073 0.074 -0.136 -0.1206
C 4.6719 -0.0262 4.7476 -0.031 -0.077 -0.025 -0.1215
C 4.9941 0.1052 6.0897 0.014 0.002 -0.022 -0.7103
C 5.6083 1.2722 6.5122 0.075 -0.122 -0.041 -0.1475
C 5.8741 2.2571 5.5748 0.021 -0.015 -0.016 -0.7954
C 5.5134 2.0296 4.2596 -0.004 0.049 -0.040 -0.1213
H 4.1903 -0.9273 4.3823 -0.023 -0.011 0.050 0.3807
H 4.7659 -0.6902 6.7853 0.000 -0.022 -0.010 0.4037
H 5.8710 1.4145 7.5484 -0.018 0.039 0.037 0.3260
H 6.3471 3.1851 5.8610 -0.025 0.028 0.002 0.3670
H 5.7040 2.7812 3.5004 -0.006 0.036 0.064 0.4834
N -0.9201 3.5067 -0.0486 0.207 -0.309 0.027 -0.3592
C -1.9897 2.9303 -0.5980 0.048 -0.069 -0.066 -0.2025
C -3.2929 3.2905 -0.2977 -0.015 0.020 -0.007 -0.5141
C -3.5000 4.3027 0.6246 -0.015 0.009 0.014 -0.2666
C -2.3986 4.9118 1.2041 -0.020 0.000 -0.021 -0.4225
C -1.1355 4.4801 0.8350 0.093 0.039 0.022 -0.2773
H -1.7885 2.1414 -1.3151 -0.045 -0.004 -0.008 0.4731
H -4.1214 2.7876 -0.7765 0.002 -0.023 -0.013 0.4536
H -4.5027 4.6131 0.8864 -0.010 0.003 0.002 0.4005
H -2.5136 5.7068 1.9270 0.016 0.013 0.005 0.3683
H -0.2503 4.9366 1.2635 -0.024 0.021 0.025 0.3638
N -1.0592 -6.5060 -9.4849 -0.019 -0.024 -0.024 -0.5346
C -0.0814 -5.7360 -9.9514 0.033 0.006 -0.069 -0.1788
C 0.6017 -4.8082 -9.1785 -0.011 -0.004 0.001 -0.5301
C 0.2457 -4.6719 -7.8473 0.015 0.028 0.042 0.0163
C -0.7721 -5.4674 -7.3476 0.010 0.011 -0.020 -0.0575
C -1.3891 -6.3661 -8.2053 -0.055 -0.038 0.048 -0.4174
H 0.1656 -5.8713 -10.9986 0.031 0.026 0.002 0.3505
H 1.3908 -4.2101 -9.6125 0.005 -0.001 -0.019 0.3553
H 0.7536 -3.9585 -7.2100 0.004 0.004 0.001 0.3978
H -1.0847 -5.3971 -6.3147 -0.028 -0.028 0.005 0.2736
H -2.1882 -7.0084 -7.8515 0.000 0.017 0.037 0.3462
N 3.9447 3.2111 8.1931 -0.016 0.075 0.076 -0.1753
C 2.7663 2.7374 7.7987 -0.006 -0.052 -0.077 0.1495
C 1.5617 3.0802 8.3926 -0.002 0.002 -0.003 -0.7547
C 1.5814 3.9641 9.4591 -0.023 0.008 0.010 -0.1753
C 2.8003 4.4665 9.8828 -0.006 -0.003 -0.010 -0.4833
C 3.9473 4.0609 9.2180 0.068 0.029 0.021 -0.2712
H 2.7937 2.0445 6.9626 -0.037 -0.002 0.006 0.2571
H 0.6335 2.6624 8.0282 -0.002 -0.015 -0.008 0.3656
H 0.6633 4.2555 9.9518 -0.007 0.001 0.006 0.3791
H 2.8642 5.1576 10.7113 0.017 0.008 0.007 0.3640
H 4.9198 4.4341 9.5196 -0.018 0.018 0.034 0.3563
```
Forces are in eV/Å.

Frontier orbital gap, eV: 8.44
Spin multiplicity: 1
Total charge: +1